Entry i
2 unconnected molecules or ions with the total composition C2H4Cl4. Source: the OMol25 dataset; level of theory: ωB97M-V/def2-TZVPD.

Structure (ORCA input):
```
! RIJCOSX wB97M-V def2-TZVPD def2/J DEFGRID3
* xyz 0 1
Cl -13.34530 21.45928 34.66511
C -14.54448 20.72619 33.61643
Cl -13.86288 20.28964 32.03370
H -14.87960 19.82161 34.10858
H -15.36166 21.40036 33.39422
Cl -18.11935 22.32935 33.22862
C -19.31345 23.40296 32.42468
Cl -20.08273 24.47326 33.61591
H -18.85358 24.01783 31.66452
H -20.11313 22.78492 32.03996
*
```

Gap between HOMO and LUMO: 11.713 eV
SMILES: ClCCl.ClCCl
LUMO level: 0.74 eV

Results of the natural (NBO) charge analysis, in e, for atoms 1 through 2: Cl -0.013; C -0.396

Entry ii
2 unconnected molecules or ions with the total composition C2H4Cl4. Source: the OMol25 dataset; level of theory: ωB97M-V/def2-TZVPD.

Structure (ORCA input):
```
! RIJCOSX wB97M-V def2-TZVPD def2/J DEFGRID3
* xyz 0 1
Cl 0.76351 1.88414 -0.96219
C 1.54364 0.53861 -1.80708
Cl 1.36423 -0.97996 -0.92340
H 1.07540 0.44150 -2.77843
H 2.59929 0.76234 -1.89511
Cl -2.43739 0.82098 1.99249
C -1.47639 -0.58941 1.53046
Cl -0.47914 -1.19251 2.87113
H -2.15265 -1.38146 1.23650
H -0.80049 -0.30424 0.73562
*
```

Gap between HOMO and LUMO: 11.565 eV
SMILES: ClCCl.ClCCl
LUMO level: 0.72 eV

Results of the natural (NBO) charge analysis, in e, for atoms 1 through 2: Cl -0.024; C -0.394

Most stable to least stable, the ends of the list are entry ii and entry i.

Entry i
3 unconnected molecules or ions with the total composition C4H17N2O2. Source: the OMol25 dataset; level of theory: ωB97M-V/def2-TZVPD.

Structure (ORCA input):
```
! RIJCOSX wB97M-V def2-TZVPD def2/J DEFGRID3
* xyz 1 1
N -1.45869 -1.72228 -0.80552
C -1.91538 -0.42262 -0.12895
C -0.76108 0.49610 0.46961
N 0.43806 -0.28785 0.53952
C 1.65367 0.15502 -0.35093
C 2.83030 -0.53828 0.30891
H -0.99537 -1.53028 -1.63380
H -2.27119 -2.42130 -1.16709
H -0.59779 -2.18611 -0.25451
H -2.26767 0.11849 -1.00616
H -2.64954 -0.43393 0.68302
H -1.14965 0.99544 1.41049
H -0.66236 1.26300 -0.17920
H 0.79352 -0.27936 1.62642
H 1.72375 1.29764 -0.29236
H 1.51698 -0.09460 -1.50683
H 3.55171 0.07961 0.71174
H 2.51558 -1.34226 0.92020
H 3.48986 -0.85493 -0.50666
H -1.10896 2.10542 -3.88239
H -2.63999 1.90146 -3.90369
O -1.93917 1.75773 -3.34843
H 0.14053 1.19435 3.83492
H 0.84711 0.13184 4.65836
O 0.91576 0.61772 3.80331
*
```

Gap between HOMO and LUMO: 9.593 eV
LUMO level: -3.28 eV

Results of the natural (NBO) charge analysis, in e, for atoms 1 through 2: N -0.716; C -0.250

Entry ii
3 unconnected molecules or ions with the total composition C4H17N2O2. Source: the OMol25 dataset; level of theory: ωB97M-V/def2-TZVPD.

Structure (ORCA input):
```
! RIJCOSX wB97M-V def2-TZVPD def2/J DEFGRID3
* xyz 1 1
C -1.07795 0.91165 0.24286
C 0.00191 1.86808 -0.33218
C 1.27292 1.02128 0.10006
C 1.58044 0.31324 1.43698
N 2.26502 1.12156 2.48667
N -2.15974 0.38324 -0.78087
H -0.68833 0.02936 0.69945
H -1.69156 1.38580 1.09089
H 0.10143 2.84393 0.16920
H -0.09854 2.02178 -1.40829
H 1.54881 0.32193 -0.63005
H 2.07490 1.87285 0.19598
H 2.43974 -0.43713 1.18740
H 0.65859 -0.09768 1.71144
H 1.66308 1.96919 2.83183
H 3.14994 1.49757 2.20776
H -2.10794 0.97086 -1.59893
H -3.12368 0.36595 -0.46045
H -1.75285 -0.57676 -1.14018
H -2.26839 -2.31127 -2.67334
H -1.45697 -2.87363 -1.39805
O -1.93205 -2.11751 -1.76740
H 0.95848 -2.92418 -0.39408
H 0.47618 -4.11726 -1.22210
O 0.16654 -3.44283 -0.55462
*
```

Gap between HOMO and LUMO: 9.139 eV
LUMO level: -3.08 eV

Results of the natural (NBO) charge analysis, in e, for atoms 1 through 2: C -0.211; C -0.436

Most stable to least stable, the ends of the list are entry ii and entry i.

Entry i
2 unconnected molecules or ions with the total composition CH3N2O3S. Source: the OMol25 dataset; level of theory: ωB97M-V/def2-TZVPD.

Structure (ORCA input):
```
! RIJCOSX wB97M-V def2-TZVPD def2/J DEFGRID3
* xyz -1 1
C -1.23838 -0.66170 0.08271
N -1.17296 0.79971 -0.35995
N -0.36801 1.68339 0.11433
O -2.24848 -1.20267 -0.32052
O -0.27591 -0.97913 0.76647
O 2.27395 -1.11070 -0.29291
S 3.24056 0.18428 0.07990
H -1.94417 1.14070 -0.93129
H 0.32420 1.18137 0.69168
H 1.40921 -1.03523 0.16959
*
```

Gap between HOMO and LUMO (alpha / beta): 3.895 / 3.249 eV
LUMO level (alpha / beta): 1.61 / 1.16 eV

Results of the natural (NBO) charge analysis, in e, for atoms 1 through 2: C 0.847; N -0.273

Entry ii
2 unconnected molecules or ions with the total composition CH3N2O3S. Source: the OMol25 dataset; level of theory: ωB97M-V/def2-TZVPD.

Structure (ORCA input):
```
! RIJCOSX wB97M-V def2-TZVPD def2/J DEFGRID3
* xyz -1 1
C -0.03381 -0.36591 1.21591
N -1.43493 0.02731 1.03695
N -0.53912 0.61076 2.10642
O 1.85690 -1.11259 -2.61074
O -0.38126 -0.03271 -2.32750
O 1.67554 1.31852 -2.33032
S 1.06220 0.00532 -2.04769
H 0.11832 -1.26526 1.72294
H -1.54185 0.60566 0.23186
H -0.78197 0.20892 3.00216
*
```

Gap between HOMO and LUMO (alpha / beta): 6.596 / 8.923 eV
LUMO level (alpha / beta): 3.04 / 3.77 eV

Results of the natural (NBO) charge analysis, in e, for atoms 1 through 2: C 0.111; N -0.514

Most stable to least stable, the ends of the list are entry i and entry ii.

Entry i
A gas-phase ion, C7H16N3 (charge +1). Source: the OMol25 dataset; level of theory: ωB97M-V/def2-TZVPD.

Structure (ORCA input):
```
! RIJCOSX wB97M-V def2-TZVPD def2/J DEFGRID3
* xyz 1 1
C 2.08625 -0.38255 -1.52240
N 1.70936 0.41000 -0.58382
C 2.62114 1.23654 0.22946
C 0.26052 0.63225 -0.34628
N 0.10658 1.91771 -0.38668
N -1.06468 2.53316 -0.40057
C -0.69178 -0.56212 0.20183
C -1.31351 0.10382 1.45675
C 0.01235 -1.75987 0.68423
C -1.76875 -0.95764 -1.05070
H 1.42457 -0.80645 -2.26775
H 3.12558 -0.59186 -1.76723
H 2.24087 2.31023 0.22764
H 3.71916 1.15615 0.01827
H 2.33648 0.73614 1.13447
H -1.90403 2.05685 -0.46594
H -1.11218 3.52108 -0.55464
H -0.37833 0.34477 2.17129
H -1.86622 0.98640 1.22710
H -1.90765 -0.50615 2.10168
H 0.27446 -2.41894 -0.15524
H -0.70713 -2.20243 1.38136
H 0.90321 -1.62009 1.23561
H -1.57037 -1.97201 -1.35946
H -2.76887 -1.13868 -0.57684
H -1.61218 -0.29914 -1.90655
*
```

Gap between HOMO and LUMO: 8.468 eV
SMILES: C=[N+](C)/C(=N/N)C(C)(C)C
LUMO level: -4.36 eV

Results of the natural (NBO) charge analysis, in e, for atoms 1 through 2: C 0.081; N -0.234

Entry ii
A gas-phase ion, C7H16N3 (charge +1). Source: the OMol25 dataset; level of theory: ωB97M-V/def2-TZVPD.

Structure (ORCA input):
```
! RIJCOSX wB97M-V def2-TZVPD def2/J DEFGRID3
* xyz 1 1
C -0.01434 -2.47852 -0.44004
N -0.53265 -1.22167 0.03994
C -1.97703 -1.01899 0.08376
C -2.28695 0.39386 0.46020
N -1.01447 1.02219 -0.03226
C -0.75255 2.48117 0.02101
C -0.00649 -0.04000 -0.05723
N 1.28476 0.13483 -0.12366
C 1.85312 1.47862 -0.35757
C 2.16599 -0.87757 0.46036
H 0.11537 -3.21901 0.34942
H -0.52740 -2.85571 -1.28135
H 0.90624 -2.31106 -0.88757
H -2.46325 -1.74765 0.65444
H -2.38881 -1.26323 -0.85185
H -3.15406 0.69931 -0.15587
H -2.34462 0.56589 1.49180
H -0.60238 2.73689 -0.97081
H -0.07279 2.67700 0.73917
H -1.73257 2.83235 0.37577
H 1.58392 1.93145 -1.30052
H 1.68569 2.23303 0.38056
H 2.89915 1.44179 -0.35257
H 2.58665 -1.63689 -0.35236
H 3.03933 -0.42250 0.93461
H 1.75012 -1.53559 1.17261
*
```

Gap between HOMO and LUMO: 10.724 eV
SMILES: CN1CCN(C)C1=[N+](C)C
LUMO level: -2.49 eV

Results of the natural (NBO) charge analysis, in e, for atoms 1 through 2: C -0.418; N -0.367

Most stable to least stable, the ends of the list are entry ii and entry i.

Entry i
2 unconnected molecules or ions with the total composition CHClFNO2. Source: the OMol25 dataset; level of theory: ωB97M-V/def2-TZVPD.

Structure (ORCA input):
```
! RIJCOSX wB97M-V def2-TZVPD def2/J DEFGRID3
* xyz 0 1
C 0.14790 -0.50268 -0.40486
N 2.30776 0.40630 -0.08990
O 2.99973 -0.50060 0.23416
O 2.47586 1.58793 -0.36591
F 0.12920 -0.35128 -1.73454
Cl 0.71500 -2.05275 0.06870
H -0.65611 -0.10207 0.23674
*
```

Gap between HOMO and LUMO (alpha / beta): 8.056 / 9.255 eV
LUMO level (alpha / beta): -1.15 / -0.58 eV

Results of the natural (NBO) charge analysis, in e, for atoms 1 through 2: C 0.183; N 0.489

Entry ii
A molecular structure, CHClFNO2. Source: the OMol25 dataset; level of theory: ωB97M-V/def2-TZVPD.

Structure (ORCA input):
```
! RIJCOSX wB97M-V def2-TZVPD def2/J DEFGRID3
* xyz 0 1
C 0.12084 0.23655 -0.56022
N 0.07988 0.00580 0.95580
O 0.26143 -1.11575 1.29297
O -0.02605 1.06105 1.55560
F 1.33785 -0.08935 -1.05368
Cl -1.38110 -1.28489 -1.30330
H -0.39285 1.18659 -0.88718
*
```

Gap between HOMO and LUMO: 9.668 eV
LUMO level: -1.74 eV

Results of the natural (NBO) charge analysis, in e, for atoms 1 through 2: C 0.442; N 0.479

Most stable to least stable, the ends of the list are entry ii and entry i.